(1)
C21H19BrI2MnN2O2 | wB97M-V/def2-TZVPD

multiplicity: 2
total charge: -2
orbital gap (alpha / beta): 5.39 / 5.31 eV
total energy: -5391.9605 hartree
relative energy (zero: lowest compared OMol25 entry of this formula, charge and spin): 39.0 kcal/mol
HOMO energy (alpha / beta): -1.246 / -1.166 eV

Each line ends with the Löwdin spin population.
Cartesian coordinates (Å):
Mn: 0.420 -0.686 0.075  0.9695
C: -2.644 -0.465 4.597  0.0001
H: -1.493 -0.809 2.810  0.0003
N: -1.050 0.364 -1.086  -0.0078
H: -3.065 1.539 -3.422  0.0000
H: 0.852 -2.578 -3.433  0.0001
N: -0.232 1.048 1.384  0.0064
C: 2.272 -0.007 -5.079  0.0001
C: -2.441 2.145 -1.363  0.0004
H: 1.567 -2.516 3.951  0.0000
H: -1.374 -0.550 -2.960  0.0000
H: 2.577 0.110 -7.211  0.0000
C: -2.168 1.563 5.796  0.0000
H: 2.973 0.261 0.476  -0.0003
C: -1.078 1.803 0.800  -0.0009
C: 1.548 -1.420 3.886  0.0017
C: 1.236 -2.009 -4.272  0.0003
H: 1.812 -1.031 4.886  0.0000
C: 1.196 -2.478 -5.578  0.0000
H: -2.360 2.242 6.620  0.0000
C: -1.612 0.274 -2.295  -0.0008
Br: 0.455 -4.204 -5.935  0.0001
C: 0.135 1.397 2.753  0.0028
C: -2.489 1.357 -2.526  0.0009
C: -1.548 1.489 -0.507  0.0017
H: 1.622 -2.139 -7.650  0.0000
H: -1.471 2.694 1.300  -0.0001
H: 2.696 0.963 -4.846  0.0000
O: 2.455 0.866 -2.444  0.0030
H: 0.331 2.471 2.844  0.0003
C: 2.509 -0.682 0.771  -0.0058
H: -0.637 2.803 4.935  0.0000
C: 1.893 -0.225 -2.591  0.0023
C: -1.201 1.880 4.841  0.0001
C: 1.789 -0.759 -4.027  -0.0004
C: -0.938 1.033 3.768  0.0002
I: 3.310 -0.992 2.761  0.0080
H: 3.035 -1.458 0.224  -0.0001
C: 1.672 -1.742 -6.645  0.0002
C: -1.682 -0.147 3.647  0.0002
O: 1.389 -1.000 -1.734  0.0069
H: -3.649 0.136 6.411  0.0000
C: 2.210 -0.490 -6.385  0.0000
C: -2.891 0.386 5.677  0.0000
H: 1.052 0.860 2.992  0.0004
I: -0.800 -2.966 0.441  0.0103
H: -2.979 3.063 -1.152  0.0000
H: -3.205 -1.389 4.491  0.0000



(2)
C7H11BrF3NO2 | wB97M-V/def2-TZVPD

multiplicity: 3
orbital gap (alpha / beta): 6.42 / 6.17 eV
total energy: -3351.9215 hartree
HOMO energy (alpha / beta): -5.683 / -8.927 eV

Each line ends with the Löwdin spin population.
Cartesian coordinates (Å):
C: 2.639 -1.134 0.491  0.0007
Br: -1.506 -1.637 2.152  0.0017
O: -1.119 -0.368 -0.808  0.0056
O: 1.354 -1.208 1.175  -0.0006
H: 1.538 -2.574 -0.696  0.0000
F: -3.351 2.442 -1.423  0.0062
H: 3.381 -1.623 1.123  0.0000
C: -0.746 1.985 -0.794  0.6076
H: -1.671 -0.600 -0.106  0.0004
H: 0.688 1.082 -0.032  0.0625
C: 0.939 -0.208 1.946  0.0009
C: 2.541 -1.931 -0.820  0.0003
H: 1.691 0.568 2.332  0.0006
H: -1.449 0.840 -2.412  0.0361
N: 0.282 1.922 -0.109  0.9988
H: 2.360 -1.277 -1.734  0.0002
H: -0.495 0.334 3.351  0.0004
C: -0.250 -0.273 2.545  0.0065
F: -3.885 0.396 -1.991  0.0091
C: -1.551 0.858 -1.319  0.1549
F: -3.486 0.870 0.091  0.0072
H: -1.209 3.022 -1.067  0.0725
C: -3.046 1.093 -1.115  0.0276
H: 3.385 -2.538 -1.023  0.0000
H: 2.966 -0.040 0.244  0.0007



(3)
C25H18Cl2N2OReS2 | wB97M-V/def2-TZVPD

multiplicity: 4
total charge: +2
orbital gap (alpha / beta): 7.87 / 6.21 eV
total energy: -2942.7836 hartree
HOMO energy (alpha / beta): -13.844 / -14.051 eV

Each line ends with the Löwdin spin population.
Cartesian coordinates (Å):
H: -2.654 0.381 -2.990  0.0011
H: -1.514 2.703 5.255  -0.0001
H: -3.764 -0.081 2.899  0.0000
H: 3.045 2.391 -2.427  0.0005
C: 2.456 -0.527 -2.756  0.0234
C: -0.640 3.984 -1.712  0.0162
S: 1.610 -0.629 -0.091  0.1862
C: 3.220 -0.827 -3.860  0.0010
O: -1.481 0.143 -1.289  0.0493
Cl: 4.011 -2.632 0.202  0.0054
N: -0.977 2.674 -1.636  0.0187
H: -2.181 0.148 1.025  0.0008
H: -3.383 5.219 -3.220  0.0007
N: 0.054 1.862 1.143  0.0319
C: -0.786 2.293 3.262  0.0037
H: 0.328 4.251 -1.312  0.0008
C: -2.704 4.505 -2.771  0.0153
C: -2.923 0.592 2.986  0.0012
H: -3.440 1.179 4.990  0.0000
Cl: 1.085 0.610 -3.017  0.0409
C: -2.171 2.277 -2.112  0.0130
C: 2.630 -1.029 -1.478  0.0294
C: -1.476 4.920 -2.269  0.0001
C: -2.536 0.822 -1.999  0.0021
C: 3.030 2.811 -1.431  0.0354
H: 3.016 -0.390 -4.828  0.0000
H: 3.103 4.402 2.112  -0.0002
H: 4.887 4.917 0.486  0.0019
C: 4.494 -2.266 -2.413  -0.0007
C: -0.970 1.592 2.075  0.0072
H: 5.306 -2.964 -2.257  -0.0003
C: 4.083 4.249 0.211  0.0390
C: -1.665 2.157 4.333  0.0015
H: 4.836 3.913 -1.765  -0.0009
S: 0.635 3.289 3.177  0.0265
H: -4.007 2.817 -3.063  -0.0003
C: -2.045 0.722 1.929  0.0037
C: 3.693 -1.927 -1.334  0.0141
H: 4.894 -1.994 -4.500  0.0007
C: 2.057 3.096 0.750  0.0312
C: 0.953 2.721 1.616  0.0354
C: -3.054 3.170 -2.689  -0.0019
C: 3.080 3.959 1.123  0.0005
H: -3.470 0.711 -1.448  0.0010
H: -1.592 -0.818 -1.318  0.0022
C: 4.262 -1.721 -3.667  0.0137
H: -1.168 5.955 -2.309  -0.0001
C: 2.016 2.502 -0.524  -0.0027
C: -2.737 1.304 4.178  0.0019
C: 4.052 3.679 -1.056  -0.0038
Re: 0.423 1.235 -0.799  2.3532



(4)
C5H9N | wB97M-V/def2-TZVPD

orbital gap: 11.02 eV
SMILES string: CC1CC(=N)C1
total energy: -250.6204 hartree
relative energy (zero: lowest compared OMol25 entry of this formula, charge and spin): 29.2 kcal/mol
HOMO energy: -9.990 eV

Each line ends with the natural charge from an NBO analysis.
Cartesian coordinates (Å):
H: -0.364 2.414 0.494  0.2114
C: -0.636 0.275 0.481  -0.2024
H: 0.216 1.643 -0.995  0.2090
C: -0.572 1.619 -0.226  -0.6086
C: 0.719 -0.115 1.125  -0.4806
H: -1.488 0.196 1.149  0.2044
H: 1.390 -1.785 -1.491  0.3311
C: -0.516 -0.880 -0.533  -0.5097
N: 1.960 -1.386 -0.745  -0.5877
H: -1.524 1.831 -0.724  0.2122
H: 0.591 -0.836 1.943  0.2304
H: -1.045 -1.800 -0.250  0.2243
C: 0.972 -0.897 -0.134  0.3224
H: -0.835 -0.643 -1.564  0.2173
H: 1.407 0.680 1.437  0.2266



(5)
C44H48N11ORuSiTe | wB97M-V/def2-TZVPD

multiplicity: 5
total charge: -1
orbital gap (alpha / beta): 7.02 / 6.00 eV
total energy: -3035.3154 hartree
HOMO energy (alpha / beta): -4.964 / -4.912 eV

Each line ends with the Löwdin spin population.
Cartesian coordinates (Å):
H: 0.713 -3.708 2.435  0.0006
C: -0.253 -4.199 2.435  0.0005
C: 2.124 4.142 -1.676  0.0002
C: -2.146 5.597 2.005  -0.0008
N: -0.077 1.094 4.660  0.0078
H: -3.542 -3.568 2.611  0.0004
H: -3.014 4.676 -1.281  0.0000
N: -1.940 1.325 5.826  0.0076
H: -3.631 3.902 0.175  0.0001
C: 3.453 2.986 1.154  0.0015
C: -1.310 -1.818 -1.581  0.0040
C: 5.041 3.767 2.893  0.0001
H: 1.441 0.832 -1.841  0.0001
N: -5.154 0.906 2.341  0.0013
C: 4.527 3.139 0.219  0.0001
C: -3.883 1.017 2.744  0.0063
C: -1.627 -1.942 2.715  0.0783
N: -1.144 1.074 3.761  0.1544
C: 0.418 -6.008 -1.082  0.0002
H: 1.446 -0.987 -2.607  0.0000
H: -4.295 1.400 4.712  0.0001
H: 4.154 -6.794 -4.290  0.0000
C: -1.868 4.124 2.302  -0.0007
N: -0.606 1.196 5.857  0.0068
H: -3.542 -4.422 -2.182  0.0000
C: -2.259 1.207 4.511  0.0118
H: -3.713 -6.016 2.448  0.0000
O: -2.599 -1.680 3.517  0.2279
H: -2.824 3.564 2.242  -0.0003
H: 3.085 -1.109 -3.315  0.0000
C: 1.241 -5.159 -1.987  0.0006
H: 4.372 2.899 -0.836  0.0000
C: -2.620 5.817 0.558  0.0005
H: -2.546 -4.319 -0.705  0.0000
C: 2.958 -5.089 -3.732  -0.0001
H: -4.154 -0.056 -3.667  -0.0001
H: 1.199 1.350 -4.217  0.0000
H: -2.179 1.236 -2.859  0.0001
Ru: -0.763 0.844 1.636  2.5093
C: -1.272 -0.445 -1.886  0.0117
H: 6.635 3.494 -0.104  0.0000
C: 0.472 3.829 1.376  0.0051
H: 2.464 4.931 -0.999  0.0000
C: -1.495 3.629 -0.101  0.0110
C: 1.130 0.795 1.252  0.0907
H: 1.590 3.710 -5.012  0.0000
H: 2.858 -1.252 -1.584  0.0000
H: 4.675 -5.190 -4.961  0.0000
H: -0.415 -6.502 -1.614  0.0000
N: -0.921 -0.965 2.081  0.6950
C: 3.016 -3.723 -3.633  0.0003
C: 3.773 3.332 2.507  0.0001
H: -4.363 -2.481 -2.943  0.0002
C: 1.812 2.862 -1.182  0.0005
H: -3.626 6.274 0.526  0.0001
H: 1.646 0.538 2.193  0.0254
C: -2.730 -5.537 2.450  0.0006
H: -0.039 -5.422 -0.274  0.0002
C: 2.095 4.446 -3.027  0.0001
H: -1.962 6.549 0.050  0.0000
C: -2.589 -4.076 -1.778  -0.0001
N: -0.953 3.502 1.281  0.0017
Si: 1.699 2.483 0.689  0.0127
H: -0.677 4.052 -0.728  0.0001
H: -1.251 6.180 2.232  0.0000
H: 7.020 4.323 2.215  0.0000
C: 5.815 3.534 0.619  0.0001
C: 3.805 -5.831 -4.703  0.0000
C: 2.245 -3.020 -2.709  0.0007
H: 3.658 -3.129 -4.290  0.0001
H: 0.672 4.825 0.905  0.0003
H: -1.727 2.598 -0.486  0.0084
C: -2.253 0.173 -2.642  0.0023
H: 0.589 -6.157 2.253  0.0000
H: 1.870 -6.845 -3.164  0.0000
H: 3.250 -6.038 -5.645  0.0000
N: -5.042 0.741 0.992  0.0051
C: -3.365 -0.548 -3.075  -0.0005
H: -2.879 5.958 2.752  -0.0001
N: -3.544 1.194 4.041  -0.0003
C: -1.427 -3.449 2.471  0.0083
C: 1.704 3.475 -3.955  0.0002
Te: 0.345 -2.585 -0.374  0.0138
H: -1.560 -7.368 2.713  0.0000
C: 1.447 2.168 -3.518  0.0000
H: -0.437 0.175 -1.531  0.0084
H: -1.818 -4.669 -2.304  0.0000
C: -1.548 -6.292 2.475  -0.0004
C: 2.400 -1.541 -2.553  0.0001
C: 1.566 1.891 -2.157  0.0005
C: 1.358 -3.750 -1.873  0.0076
H: 1.295 0.008 0.501  0.0257
H: 1.055 -6.817 -0.639  0.0000
C: -2.750 4.491 -0.210  0.0013
C: 2.010 -5.783 -2.981  0.0003
H: 5.254 4.005 3.953  0.0000
C: -0.335 -5.614 2.385  0.0004
H: 2.259 5.471 -3.343  0.0000
N: -3.794 0.737 0.620  0.0033
C: 6.037 3.942 1.922  -0.0002
H: 0.689 3.926 2.455  0.0003
N: -2.979 0.906 1.744  0.0380
H: 3.049 3.198 3.317  0.0001
H: -1.416 4.061 3.310  -0.0001
C: -3.473 -1.892 -2.676  0.0023
C: -2.457 -2.559 -2.001  -0.0003
C: -2.645 -4.140 2.478  0.0001



(6)
C2H5NOS | wB97M-V/def2-TZVPD

orbital gap: 8.97 eV
total energy: -607.2800 hartree
relative energy (zero: lowest compared OMol25 entry of this formula, charge and spin): 79.6 kcal/mol
HOMO energy: -8.448 eV

Each line ends with the natural charge from an NBO analysis.
Cartesian coordinates (Å):
C: -0.272 -0.126 -1.000  -0.4014
H: 0.303 1.588 -0.077  0.3609
S: 0.480 1.193 2.594  0.5595
H: -0.062 -1.122 -0.952  0.2149
N: 0.087 0.678 0.173  -0.5606
C: 0.259 0.168 1.339  -0.1921
O: 0.715 -0.085 3.654  -0.8589
H: -0.072 -0.469 4.047  0.4841
H: 0.208 0.231 -1.997  0.1951
H: -1.320 -0.081 -0.990  0.1986



(7)
C32H43O3Si2 | wB97M-V/def2-TZVPD

total charge: +1
orbital gap: 6.75 eV
total energy: -2049.7539 hartree
HOMO energy: -10.833 eV

Each line ends with the Mulliken charge.
Cartesian coordinates (Å):
H: -0.578 2.179 3.683  0.2128
C: 5.098 -3.840 -2.823  -1.5348
H: 1.082 -0.145 -2.385  0.6225
C: 1.598 -2.262 -0.879  0.4514
C: -3.036 0.200 4.304  -1.1713
H: 3.894 -0.282 2.769  0.3011
H: -3.615 0.945 4.870  0.4213
C: -1.333 4.003 -3.515  -0.2709
H: -0.329 -2.715 -0.189  1.1552
H: -2.175 -0.098 4.913  0.3471
H: 2.059 1.422 3.978  0.3384
H: 2.663 -0.362 -0.891  0.8433
C: -1.934 1.334 -1.991  0.3869
C: 2.681 -1.420 -1.160  -0.1506
H: -4.609 0.655 1.450  0.3240
O: 0.948 -0.006 1.265  -0.5231
H: -3.598 1.901 0.670  0.0959
O: -1.545 -0.128 1.871  0.0007
C: -2.515 3.406 -3.089  0.1889
C: 0.416 -1.336 1.192  2.6560
H: 5.607 -4.569 -2.182  0.3170
H: -3.674 -0.676 4.138  0.3570
H: 1.243 2.735 3.089  0.3022
C: 3.881 -3.281 -2.156  0.8841
H: -2.400 -1.564 -0.322  0.4892
H: -0.423 3.890 -2.921  0.5988
H: 2.832 -5.170 -2.155  0.4004
Si: -2.511 0.997 2.725  0.1778
C: -2.536 4.820 -5.459  -0.5504
H: -0.176 1.844 -3.162  0.7428
C: 3.784 0.025 1.716  -0.9859
H: -1.383 -4.398 3.031  0.4568
C: 2.798 -4.117 -1.877  -1.0780
C: 3.810 -1.933 -1.812  -1.4948
H: -3.676 0.419 -1.104  0.7418
H: 3.819 -0.879 1.094  0.2778
H: -0.851 2.671 1.991  0.2055
C: -1.009 -1.291 1.696  -0.6610
O: -2.562 2.568 -1.966  -0.2695
H: -2.535 5.357 -6.409  0.3753
H: 0.433 -4.198 1.332  0.1171
C: 1.672 -3.614 -1.239  -0.7788
H: 2.220 -2.474 1.666  0.2478
H: 4.649 -1.275 -2.044  0.3200
H: -0.420 5.163 -5.079  0.3814
H: -1.913 3.290 3.284  0.5084
Si: 2.209 1.013 1.523  0.6246
C: -3.927 1.495 1.636  -0.7578
H: -4.657 4.352 -5.532  0.3737
C: 1.217 -2.316 2.090  -1.6005
C: -1.887 -0.756 -0.842  -1.3122
H: 1.220 2.879 0.287  0.2201
H: 3.015 2.655 3.127  0.4016
C: -3.724 4.261 -4.972  -0.4214
C: -1.347 4.707 -4.724  -0.5879
C: 0.502 -3.645 2.284  -0.4926
H: -2.055 -3.026 1.105  0.3484
H: 5.800 -3.037 -3.064  0.3636
H: 2.925 2.720 -0.181  0.5597
C: -1.346 2.413 2.938  -0.8191
C: -0.505 -0.812 -1.051  -0.4505
C: -1.760 -2.512 2.041  -1.1029
H: 1.334 -1.815 3.060  0.6625
C: -3.729 3.588 -3.754  -0.4135
H: -2.678 -2.235 2.583  0.5695
C: 2.013 2.153 0.053  -0.8286
C: -2.617 0.306 -1.323  -0.5283
H: 0.833 -4.274 -1.011  0.3435
H: 1.105 -4.261 2.967  0.5288
C: 0.287 -1.805 -0.224  -0.1376
H: 4.650 0.654 1.457  0.4282
C: -0.642 1.136 -2.479  -0.4370
H: -4.488 2.282 2.166  0.4674
H: 1.690 1.631 -0.856  0.1798
H: 4.823 -4.360 -3.749  0.3605
H: -4.634 3.153 -3.331  0.3868
H: -0.763 -2.977 3.895  0.3425
C: -0.882 -3.431 2.898  -0.9156
C: 0.071 0.025 -2.014  -0.8491
C: 2.095 2.048 3.077  -1.2842



(8)
C4H15N2O2 | wB97M-V/def2-TZVPD

total charge: +1
orbital gap: 11.47 eV
total energy: -421.1374 hartree
relative energy (zero: lowest compared OMol25 entry of this formula, charge and spin): 35.2 kcal/mol
HOMO energy: -14.514 eV

Each line ends with the natural charge from an NBO analysis.
Cartesian coordinates (Å):
H: -0.536 -1.594 -0.602  0.2155
O: -3.155 -0.501 1.524  -0.9328
H: -2.170 1.352 -0.531  0.2285
C: 0.057 -0.781 -1.016  -0.4201
H: 1.660 -2.027 -1.810  0.2228
N: 1.003 0.904 0.680  -0.7278
H: -0.830 1.920 -1.503  0.1924
O: -0.814 2.746 0.307  -0.7377
H: 1.713 1.395 0.141  0.4281
C: 1.525 -1.197 -1.101  -0.2581
C: -1.106 1.562 -0.502  -0.0973
H: 1.721 -2.427 0.510  0.3911
N: 2.091 -1.520 0.216  -0.8545
C: -0.211 0.419 -0.022  -0.0786
H: -0.758 -0.138 0.738  0.2098
H: 1.487 -0.066 0.891  0.4710
H: -3.025 -1.393 1.157  0.4764
H: 2.121 -0.475 -1.671  0.2109
H: 0.662 1.477 1.430  0.4541
H: 3.098 -1.633 0.183  0.4008
H: -1.641 2.933 0.780  0.4926
H: -2.496 -0.374 2.184  0.4645
H: -0.395 -0.580 -1.983  0.2482